One molecule with the formula C47H68O17, computed with the ωB97M-V functional and the def2-TZVPD basis.

Values from the calculation:
Net charge: 0
Gap between HOMO and LUMO (eV): 9.072
Energy above the lowest of the compared OMol25 structures with the same formula, charge and spin (kcal/mol): 0.5

Each line ends with the natural charge from an NBO analysis.
CARTESIAN COORDINATES (ANGSTROEM)
C (-6.3113, 7.5703, 0.9111)  -0.598
C (-5.2016, 6.5508, 1.1392)  -0.397
H (-4.6876, 6.7805, 2.0746)  0.200
H (-5.6398, 5.5548, 1.2272)  0.200
C (-4.1967, 6.5643, -0.0089)  -0.446
C (-3.0649, 5.6021, 0.1103)  -0.084
C (-2.8407, 4.7412, 1.1083)  -0.268
C (-1.7167, 3.8505, 1.1242)  -0.090
C (-1.4711, 2.9563, 2.0948)  -0.336
C (-0.3332, 2.0507, 1.9995)  0.786
O (0.5522, 2.1105, 1.1791)  -0.610
O (-0.3898, 1.0977, 2.9616)  -0.517
C (0.5569, 0.0497, 2.8767)  -0.029
C (1.2797, -0.1977, 4.1651)  0.134
C (1.0538, 0.5453, 5.2553)  -0.356
C (1.7259, 0.3559, 6.5406)  0.766
O (2.5829, -0.4570, 6.8020)  -0.614
O (1.2534, 1.2312, 7.4488)  -0.504
C (1.8248, 1.1501, 8.7439)  -0.261
H (2.9082, 1.2771, 8.6899)  0.193
H (1.6097, 0.1785, 9.1942)  0.191
H (1.3740, 1.9488, 9.3271)  0.195
H (0.3297, 1.3450, 5.2307)  0.235
C (2.2690, -1.3200, 4.0957)  -0.483
H (3.2784, -0.9108, 4.0160)  0.242
H (2.2306, -1.8796, 5.0321)  0.253
C (1.9689, -2.2426, 2.9061)  0.109
C (2.5368, -3.6475, 3.1218)  -0.420
H (3.6195, -3.5903, 3.2290)  0.222
H (2.1031, -4.0570, 4.0321)  0.220
C (2.1850, -4.5590, 1.9495)  0.058
H (1.1149, -4.4636, 1.7230)  0.220
O (2.9212, -4.0945, 0.8106)  -0.504
C (2.3274, -4.1413, -0.3709)  0.834
O (1.2009, -4.5404, -0.5663)  -0.652
C (3.1870, -3.5270, -1.4461)  -0.522
H (3.2234, -4.1831, -2.3164)  0.239
H (4.1878, -3.3494, -1.0593)  0.231
C (2.5093, -2.1996, -1.8429)  0.117
C (3.3861, -1.3569, -2.7845)  -0.452
H (4.4043, -1.7442, -2.8081)  0.213
H (2.9755, -1.4163, -3.7916)  0.233
C (3.4316, 0.1036, -2.2979)  0.123
O (2.1546, 0.5752, -1.9117)  -0.566
C (1.2539, 1.0142, -2.9075)  0.574
O (0.9242, 0.0028, -3.8158)  -0.784
H (0.8855, -0.8505, -3.3472)  0.514
C (0.0314, 1.4834, -2.0830)  -0.477
H (-0.4645, 2.3151, -2.5770)  0.203
H (0.4037, 1.8188, -1.1143)  0.275
C (-0.9881, 0.3704, -1.8294)  0.124
O (-1.5474, 0.6067, -0.5500)  -0.562
C (-2.5505, -0.3377, -0.1818)  0.057
C (-2.9863, 0.0702, 1.1927)  -0.211
C (-2.5373, -0.3490, 2.3681)  -0.124
C (-1.5953, -1.4656, 2.7500)  -0.127
C (-2.0664, -2.8017, 2.1480)  -0.605
H (-1.6438, -3.6228, 2.7198)  0.214
H (-3.1512, -2.8630, 2.1774)  0.216
H (-1.7337, -2.9057, 1.1202)  0.225
C (-1.6312, -1.5845, 4.2800)  -0.611
H (-0.9178, -2.3300, 4.6193)  0.224
H (-1.3916, -0.6334, 4.7473)  0.212
H (-2.6280, -1.8890, 4.5912)  0.213
C (-0.1053, -1.2576, 2.3047)  0.580
O (0.0575, -1.2449, 0.9119)  -0.761
H (-0.2766, -0.4098, 0.5427)  0.502
O (0.5636, -2.3874, 2.7809)  -0.561
H (-2.9636, 0.1414, 3.2343)  0.203
H (-3.7010, 0.8831, 1.1870)  0.203
H (-2.1222, -1.3484, -0.1924)  0.197
C (-3.7185, -0.3102, -1.1849)  -0.488
C (-3.1434, -0.6229, -2.5263)  0.154
C (-3.4334, -1.7013, -3.2641)  -0.354
C (-4.4272, -2.7264, -2.9410)  0.761
O (-5.1236, -2.8033, -1.9539)  -0.615
O (-4.4870, -3.6355, -3.9351)  -0.504
C (-5.4121, -4.6932, -3.7545)  -0.260
H (-6.4262, -4.2992, -3.6549)  0.191
H (-5.3320, -5.3230, -4.6368)  0.194
H (-5.1691, -5.2616, -2.8539)  0.192
H (-2.9261, -1.8665, -4.2036)  0.223
C (-2.0780, 0.3477, -2.9208)  -0.484
H (-1.6141, 0.0913, -3.8719)  0.242
H (-2.5108, 1.3493, -2.9883)  0.214
H (-4.4738, -1.0351, -0.8911)  0.268
H (-4.1501, 0.6937, -1.1886)  0.214
H (-0.4929, -0.6123, -1.8141)  0.184
C (1.8916, 2.1651, -3.7418)  -0.078
C (2.2316, 3.3601, -2.8501)  -0.633
H (2.6412, 3.0260, -1.9011)  0.225
H (1.3402, 3.9459, -2.6453)  0.211
H (2.9551, 3.9956, -3.3541)  0.222
C (0.9693, 2.5927, -4.8852)  -0.619
H (1.4967, 3.2909, -5.5301)  0.218
H (0.6721, 1.7243, -5.4660)  0.229
H (0.0757, 3.0810, -4.5074)  0.204
C (3.1675, 1.5544, -4.3539)  0.094
C (4.1316, 1.0426, -3.2852)  -0.457
H (4.9566, 0.5171, -3.7680)  0.233
H (4.5351, 1.9039, -2.7504)  0.214
H (2.8804, 0.7302, -5.0174)  0.225
O (3.8253, 2.5519, -5.1487)  -0.521
C (4.6305, 2.1239, -6.1203)  0.805
O (4.8432, 0.9654, -6.3658)  -0.605
C (5.2451, 3.2860, -6.8601)  -0.714
H (6.2667, 3.4194, -6.5096)  0.239
H (4.6806, 4.1938, -6.6736)  0.229
H (5.2770, 3.0630, -7.9227)  0.238
H (3.9890, 0.1130, -1.3509)  0.190
H (2.3222, -1.6218, -0.9228)  0.184
O (1.2724, -2.4487, -2.4779)  -0.758
H (0.8028, -3.1265, -1.9648)  0.510
C (2.5259, -6.0483, 2.1800)  0.098
C (1.6035, -6.6726, 3.2269)  -0.640
H (1.7794, -7.7450, 3.2558)  0.228
H (0.5619, -6.4961, 2.9656)  0.206
H (1.7953, -6.2631, 4.2132)  0.211
O (2.4652, -6.7530, 0.9645)  -0.714
H (1.5860, -6.6369, 0.5794)  0.476
H (3.5714, -6.1331, 2.4968)  0.175
H (2.3743, -1.8224, 1.9751)  0.185
H (1.3146, 0.3471, 2.1298)  0.257
H (-2.1169, 2.8319, 2.9496)  0.217
H (-1.0284, 3.8945, 0.2901)  0.219
H (-3.5133, 4.6819, 1.9517)  0.204
H (-2.3652, 5.6285, -0.7171)  0.194
H (-4.7200, 6.3582, -0.9495)  0.216
H (-3.7758, 7.5711, -0.1089)  0.217
H (-6.8496, 7.3516, -0.0088)  0.202
H (-5.8998, 8.5746, 0.8361)  0.202
H (-7.0210, 7.5526, 1.7345)  0.211